one) Density functional theory data (ωB97M-V with the def2-TZVPD basis set) for C6H9N as an isolated structure.

Calculated values
- frontier orbital gap (eV) = 10.20
- HOMO (eV) = -9.3

Geometry as ORCA input:
```
! wB97M-V def2-TZVPD RIJCOSX def2/J DEFGRID3
* xyz 0 1
C -0.042 -0.200 0.302
C -1.194 0.588 0.916
C -0.511 -1.496 -0.350
C 0.945 0.612 -0.497
C 1.170 -0.344 1.188
C 0.934 1.307 -1.631
N 1.951 0.356 0.453
H 1.273 -0.888 2.134
H -1.683 0.009 1.707
H -0.854 1.531 1.360
H -1.950 0.831 0.161
H 0.325 -2.073 -0.760
H -1.025 -2.133 0.378
H -1.209 -1.293 -1.170
H 1.836 1.807 -1.963
H 0.033 1.384 -2.227
*
```

Löwdin atomic charge list, values in e, 2 entries: C -0.51; C -0.04

---

two) Density functional theory data (ωB97M-V with the def2-TZVPD basis set) for one molecule with the formula C6H9N.

Calculated values
- frontier orbital gap (eV) = 8.89
- HOMO (eV) = -7.8

Geometry as ORCA input:
```
! wB97M-V def2-TZVPD RIJCOSX def2/J DEFGRID3
* xyz 0 1
C -1.635 -0.145 -1.665
C -1.224 -0.269 -0.210
C -0.547 0.731 0.407
C 0.660 0.180 0.957
C 1.882 1.039 0.972
C 0.558 -1.173 0.854
N -0.621 -1.488 0.184
H -2.683 -0.026 -1.936
H -1.068 0.704 -2.068
H -1.217 -1.028 -2.160
H -0.737 1.791 0.270
H 2.795 0.455 1.104
H 1.834 1.841 1.712
H 1.940 1.512 -0.019
H 1.303 -1.946 0.995
H -1.238 -2.177 0.602
*
```

Löwdin atomic charge list, values in e, 2 entries: C -0.04; C -0.30

---

three) Density functional theory data (ωB97M-V with the def2-TZVPD basis set) for one molecule with the formula C6H9N.

Calculated values
- frontier orbital gap (eV) = 8.82
- HOMO (eV) = -7.8

Geometry as ORCA input:
```
! wB97M-V def2-TZVPD RIJCOSX def2/J DEFGRID3
* xyz 0 1
C 0.703 -1.594 -0.866
C -0.176 -0.751 0.015
C -0.358 -1.005 1.345
N -0.887 0.184 1.901
C -0.966 1.147 0.976
C -0.477 0.595 -0.265
C 0.318 1.368 -1.323
H 0.223 -1.962 -1.763
H 0.782 -2.620 -0.398
H 1.686 -1.128 -0.925
H 0.169 -1.658 1.919
H -1.053 0.306 2.886
H -1.482 2.099 1.221
H 0.380 2.477 -0.978
H 1.347 1.024 -1.425
H -0.211 1.518 -2.319
*
```

Löwdin atomic charge list, values in e, 2 entries: C -0.06; C -0.30

---

It comes down to three), which is 28.0 kJ/mol more stable than the next structure.

---

one) Density functional theory data (ωB97M-V with the def2-TZVPD basis set) for an isolated ion of composition C4H11N2 and charge +1.

Calculated values
- frontier orbital gap (eV) = 10.46
- HOMO (eV) = -14.1

Geometry as ORCA input:
```
! wB97M-V def2-TZVPD RIJCOSX def2/J DEFGRID3
* xyz 1 1
C -0.152 -0.888 0.094
C 0.092 0.567 0.709
C -1.446 -1.290 -0.415
C 2.079 -0.053 -0.462
N 0.678 0.101 -0.535
N -0.952 1.576 0.493
H 0.422 -1.654 0.614
H 0.729 0.713 1.497
H -1.540 -2.298 -0.681
H -1.657 -0.690 -1.313
H -2.265 -0.934 0.150
H 2.424 -0.083 0.535
H 2.343 -1.022 -0.797
H 2.640 0.732 -1.047
H -0.685 1.863 -0.517
H -0.794 2.221 1.254
H -1.915 1.137 0.423
*
```

Löwdin atomic charge list, values in e, 2 entries: C -0.23; C -0.20

---

two) Density functional theory data (ωB97M-V with the def2-TZVPD basis set) for an isolated ion of composition C4H11N2 and charge +1.

Calculated values
- frontier orbital gap (eV) = 9.13
- HOMO (eV) = -13.4

Geometry as ORCA input:
```
! wB97M-V def2-TZVPD RIJCOSX def2/J DEFGRID3
* xyz 1 1
C -0.722 -0.670 0.514
C 0.255 0.506 0.090
C -0.296 1.859 -0.110
C 2.274 -0.831 0.008
N 1.512 0.352 -0.112
N -1.871 -0.735 -0.371
H -0.925 -0.312 1.545
H -0.033 -1.535 0.444
H -0.702 1.924 -1.149
H 0.409 2.652 0.098
H -1.159 2.125 0.555
H 2.836 -0.619 0.983
H 1.593 -1.771 0.121
H 3.059 -0.671 -0.691
H -2.380 -1.702 -0.313
H -1.325 -0.662 -1.370
H -2.523 0.092 -0.241
*
```

Löwdin atomic charge list, values in e, 2 entries: C -0.14; C -0.37

---

It comes down to one), which is 6.8 kJ/mol more stable than the next structure.

---

one) Density functional theory data (ωB97M-V with the def2-TZVPD basis set) for an isolated ion of composition C4H11N2 and charge +1.

Calculated values
- frontier orbital gap (eV) = 9.46
- HOMO (eV) = -13.2

Geometry as ORCA input:
```
! wB97M-V def2-TZVPD RIJCOSX def2/J DEFGRID3
* xyz 1 1
C -0.478 -1.604 -1.518
C -1.183 -0.681 -0.538
C -0.302 0.130 0.382
C 0.814 0.676 -0.140
N 1.700 1.477 0.730
N -0.717 0.258 1.663
H 0.227 -1.074 -2.139
H 0.030 -2.424 -1.010
H -1.194 -2.081 -2.189
H -1.815 -0.006 -1.115
H -1.895 -1.243 0.064
H 0.982 0.806 -1.191
H 1.257 2.046 1.457
H 2.308 2.084 0.185
H 2.304 0.811 1.220
H -0.506 1.085 2.191
H -1.531 -0.260 1.949
*
```

Löwdin atomic charge list, values in e, 2 entries: C -0.09; C -0.18

---

two) Density functional theory data (ωB97M-V with the def2-TZVPD basis set) for a 2-piece molecular cluster, C4H11N2 overall.

Calculated values
- frontier orbital gap (eV) = 8.84
- HOMO (eV) = -12.6

Geometry as ORCA input:
```
! wB97M-V def2-TZVPD RIJCOSX def2/J DEFGRID3
* xyz 1 1
C 0.357 1.142 0.437
C -1.729 -0.114 -0.465
C 1.094 -1.357 0.140
C 1.402 0.123 -0.029
N -2.361 -0.914 0.328
N 0.087 2.209 -0.206
H -0.082 1.156 1.505
H -1.872 -0.209 -1.558
H 0.288 -1.649 -0.550
H 0.825 -1.564 1.179
H 1.950 -1.947 0.010
H 1.399 0.221 -1.082
H 2.385 0.319 0.398
H -1.986 -0.651 1.237
H -3.179 -1.432 0.064
H -0.286 3.082 0.111
H 0.410 2.291 -1.165
*
```

Löwdin atomic charge list, values in e, 2 entries: C -0.12; C -0.01

---

It comes down to one), which is 255.2 kJ/mol more stable than the next structure.

---

one) Density functional theory data (ωB97M-V with the def2-TZVPD basis set) for an isolated ion of composition C4H11N2 and charge +1.

Calculated values
- frontier orbital gap (eV) = 9.37
- HOMO (eV) = -14.0

Geometry as ORCA input:
```
! wB97M-V def2-TZVPD RIJCOSX def2/J DEFGRID3
* xyz 1 1
C 1.444 -0.031 0.244
C -0.582 -0.964 0.204
C -1.633 -1.625 -0.534
C 0.290 2.246 0.447
N 0.708 -1.259 0.086
N 0.426 0.890 -0.241
H 1.640 0.118 1.235
H 2.392 -0.196 -0.354
H -0.818 -0.476 1.300
H -2.587 -1.192 -0.343
H -1.795 -2.718 -0.406
H -1.395 -1.552 -1.612
H -0.401 2.839 -0.207
H -0.154 1.960 1.308
H 1.176 2.927 0.498
H 1.003 -2.043 -0.429
H 0.285 1.077 -1.197
*
```

Löwdin atomic charge list, values in e, 2 entries: C -0.15; C -0.11

---

two) Density functional theory data (ωB97M-V with the def2-TZVPD basis set) for an isolated ion of composition C4H11N2 and charge +1.

Calculated values
- frontier orbital gap (eV) = 10.74
- HOMO (eV) = -14.4

Geometry as ORCA input:
```
! wB97M-V def2-TZVPD RIJCOSX def2/J DEFGRID3
* xyz 1 1
C 0.042 -0.455 -0.706
C 1.050 -1.505 -0.721
C -0.916 1.653 0.258
C 0.348 0.135 1.612
N -0.758 -0.410 -1.807
N -0.223 0.424 0.320
H 1.529 -1.590 -1.756
H 0.588 -2.498 -0.541
H 1.861 -1.475 0.005
H -1.997 1.657 0.779
H -1.123 2.036 -0.739
H -0.207 2.467 0.672
H 1.162 0.791 1.745
H 0.564 -0.957 1.739
H -0.358 0.473 2.345
H -0.566 -1.101 -2.553
H -1.555 0.138 -1.929
*
```

Löwdin atomic charge list, values in e, 2 entries: C -0.26; C 0.00

---

three) Density functional theory data (ωB97M-V with the def2-TZVPD basis set) for a 2-piece molecular cluster, C4H11N2 overall.

Calculated values
- frontier orbital gap (eV) = 7.47
- HOMO (eV) = -15.5

Geometry as ORCA input:
```
! wB97M-V def2-TZVPD RIJCOSX def2/J DEFGRID3
* xyz 1 1
C 0.976 -1.868 -0.368
C 0.369 -0.615 -1.065
C -0.803 -0.130 -0.244
C -0.725 1.213 0.167
N -1.787 1.762 0.943
N -1.723 -1.057 -0.025
H 1.416 -1.626 0.621
H 0.115 -2.557 -0.258
H 1.746 -2.426 -0.976
H 1.106 0.189 -1.260
H 0.000 -0.934 -2.038
H 0.122 1.821 -0.090
H -1.723 1.530 1.954
H 13.987 2.612 1.595
H -1.925 2.732 0.797
H -2.537 -0.709 0.392
H 13.362 2.835 1.893
*
```

Löwdin atomic charge list, values in e, 2 entries: C -0.08; C -0.20

---

It comes down to two), which is 241.0 kJ/mol more stable than the next structure.

---

one) Density functional theory data (ωB97M-V with the def2-TZVPD basis set) for a 2-piece molecular cluster, C4H11N2 overall.

Calculated values
- frontier orbital gap (eV) = 7.80
- HOMO (eV) = -13.1

Geometry as ORCA input:
```
! wB97M-V def2-TZVPD RIJCOSX def2/J DEFGRID3
* xyz 1 1
C -0.476 1.264 -2.383
C -0.725 1.563 -0.923
C -2.012 0.345 0.785
N -1.239 0.357 -0.218
H 0.290 0.495 -2.496
H -1.374 0.935 -2.898
H -0.101 2.160 -2.868
H 0.195 1.838 -0.410
H -1.449 2.357 -0.741
H -2.265 -0.596 1.257
H -2.425 1.279 1.139
H -0.844 -0.529 -0.532
C 2.223 -1.972 0.955
N 2.352 -1.819 2.200
H 2.322 -2.960 0.520
H 2.008 -1.142 0.278
H 2.243 -0.838 2.462
*
```

Löwdin atomic charge list, values in e, 2 entries: C -0.06; C -0.17

---

two) Density functional theory data (ωB97M-V with the def2-TZVPD basis set) for a 2-piece molecular cluster, C4H11N2 overall.

Calculated values
- frontier orbital gap (eV) = 7.19
- HOMO (eV) = -12.6

Geometry as ORCA input:
```
! wB97M-V def2-TZVPD RIJCOSX def2/J DEFGRID3
* xyz 1 1
C -0.653 -1.037 2.328
C 1.284 0.416 2.021
N 0.767 -0.732 2.186
H -0.806 -1.784 3.100
H -1.053 -1.407 1.384
H -1.183 -0.116 2.562
H 0.605 1.259 2.078
H 2.353 0.512 1.884
H 1.359 -1.557 2.087
C 0.367 0.344 -1.461
C -1.283 0.940 -2.965
N -0.528 0.027 -2.551
H 0.565 -0.573 -0.901
H -0.075 1.046 -0.738
H 1.305 0.754 -1.835
H -1.994 0.765 -3.765
H -1.267 1.963 -2.568
*
```

Löwdin atomic charge list, values in e, 2 entries: C 0.01; C 0.18

---

It comes down to one), which is 26.5 kJ/mol more stable than the next structure.